97
Properties=species:S:1:pos:R:3 method="wB97M-V/def2-TZVPD" homo_energy_ev=-10.122 fmax_ev_per_a=5.5 energy_ev=-80922.2589 de_lowest_kj_mol=380.6 lumo_energy_ev=-2.4 total_charge=+1 gap_ev=7.684
Sr -1.977 -1.664 1.160
O -0.468 -2.909 2.312
C -0.516 -2.012 3.201
O -1.585 -1.447 3.507
C 0.817 -1.479 3.633
C 1.156 -1.347 4.968
C 2.435 -0.933 5.316
C 3.354 -0.632 4.328
C 2.997 -0.714 2.990
C 1.727 -1.135 2.621
P 1.159 -1.126 0.864
C 1.802 -2.644 0.112
C 2.374 -3.672 0.848
C 2.783 -4.834 0.215
C 2.621 -4.979 -1.154
C 2.038 -3.957 -1.894
C 1.625 -2.800 -1.260
C 2.187 0.207 0.158
C 2.011 1.492 0.672
C 2.761 2.553 0.206
C 3.672 2.359 -0.825
C 3.838 1.088 -1.359
C 3.111 0.016 -0.860
H 0.428 -1.590 5.727
H 2.712 -0.852 6.356
H 4.352 -0.318 4.597
H 3.714 -0.430 2.231
H 2.495 -3.569 1.919
H 3.235 -5.627 0.794
H 2.950 -5.882 -1.645
H 1.905 -4.062 -2.961
H 1.164 -2.010 -1.845
H 1.301 1.662 1.478
H 2.637 3.537 0.644
H 4.245 3.190 -1.207
H 4.549 0.924 -2.156
H 3.279 -0.973 -1.273
C -0.949 -0.530 -4.728
N -1.359 -1.240 -3.530
C -1.694 -0.764 -2.333
N -1.822 -1.760 -1.468
C -1.595 -2.851 -2.236
N -1.311 -2.580 -3.481
C 0.459 -0.019 -4.568
C 1.493 -0.613 -5.281
C 2.799 -0.162 -5.139
C 3.081 0.884 -4.284
C 2.048 1.483 -3.566
C 0.743 1.035 -3.711
C 2.349 2.613 -2.700
N 3.419 3.326 -2.666
N 3.199 4.304 -1.716
C 2.016 4.101 -1.257
O 1.399 3.036 -1.831
C 1.310 4.830 -0.213
C 1.725 6.109 0.141
C 1.075 6.771 1.167
C 0.032 6.161 1.846
C -0.373 4.875 1.501
C -1.429 4.187 2.327
N -1.969 3.017 1.666
C -1.779 1.746 1.979
N -2.360 0.959 1.091
C -2.928 1.842 0.235
N -2.701 3.098 0.539
C 0.258 4.217 0.459
H -1.674 0.261 -4.932
H -1.002 -1.264 -5.534
H -1.756 0.284 -2.113
H -1.617 -3.857 -1.862
H 1.279 -1.435 -5.949
H 3.594 -0.627 -5.701
H 4.088 1.254 -4.169
H -0.049 1.534 -3.170
H 2.543 6.570 -0.388
H 1.386 7.768 1.444
H -0.460 6.684 2.652
H -2.261 4.844 2.589
H -0.977 3.825 3.257
H -1.233 1.423 2.845
H -3.504 1.560 -0.625
H -0.028 3.211 0.183
N -1.831 -5.548 0.994
C -2.263 -4.499 0.791
H -1.409 -6.430 1.200
N -7.625 -5.449 2.218
C -7.202 -4.414 1.975
C -6.657 -3.127 1.675
C -7.472 -2.012 1.509
C -6.860 -0.803 1.227
C -5.477 -0.766 1.120
N -4.691 -1.831 1.266
C -5.277 -2.986 1.544
H -8.545 -2.096 1.604
H -7.436 0.099 1.096
H -4.976 0.171 0.922
H -4.633 -3.849 1.671